Record 1
Density functional theory data (ωB97M-V with the def2-TZVPD basis set) for a structure of composition C34H32CaNO7PS2 at a distorted geometry.

Summary:
Gap between HOMO and LUMO   8.56 eV
Total energy   -3711.6789 Ha
E_HOMO   -8.74 eV
E_LUMO   -0.0069 Ha
Total charge   0

Last column: Löwdin charge in e.
Atoms and positions in Å:
H 1.66 -1.95 -3.00  0.1215
C 1.65 -1.44 3.54  -0.0918
S -1.59 1.70 -2.52  0.4879
C 0.98 3.91 2.53  -0.0727
C 1.47 2.29 0.82  -0.1390
C -2.81 4.80 -0.17  -0.0404
H 0.23 3.13 4.37  0.1076
H 0.88 -4.01 -0.14  0.0685
H 6.72 -1.62 0.97  0.1021
H -2.37 -1.06 -4.08  0.1342
C 3.37 -2.07 0.95  -0.1150
C -2.05 3.31 -1.88  -0.2116
C -2.68 5.88 -1.04  -0.0550
O -1.66 1.82 -3.96  -0.2853
H 2.20 -2.19 5.46  0.1087
P 1.12 -0.43 1.00  1.1117
H -4.15 -1.78 -2.22  0.0831
H 1.24 -0.28 -4.65  0.0831
C -1.66 -1.58 -3.45  -0.0325
C -1.21 -3.16 -1.71  -0.0378
H -1.64 4.17 -3.77  0.1128
H 2.48 -0.75 3.49  0.1170
C 0.59 2.89 3.38  -0.0666
C 0.16 -2.99 -1.89  -0.2837
C 5.26 -0.06 1.01  -0.0758
H -2.16 6.49 -3.02  0.1079
O -2.51 0.71 -1.98  -0.4424
C 1.10 1.26 1.69  -0.3974
H 2.14 -3.52 -1.29  0.0676
C 0.60 -2.07 -2.84  -0.0164
H 1.75 2.05 -0.19  0.1107
H -2.18 -3.14 1.69  0.1455
H -2.91 6.88 -0.70  0.1088
C 2.94 -0.74 0.99  -0.3474
H 2.63 -2.86 0.94  0.0860
H 5.03 -3.42 0.93  0.1047
O -1.24 1.56 0.53  -0.5251
H 0.32 -3.81 5.55  0.1076
C 1.13 -3.90 -1.19  -0.0473
C 0.19 -0.51 -4.76  -0.0360
H 1.69 4.40 0.57  0.1077
H -3.33 -0.30 0.30  0.0466
N -1.85 -1.21 1.07  -0.1285
C -0.37 -2.30 2.58  -0.1991
C -1.52 -2.27 1.69  -0.0821
C -0.30 -1.38 -3.64  -0.2726
O -3.63 1.29 0.33  -0.3018
H 1.09 -4.89 -1.65  0.0895
C 1.50 -2.26 4.65  -0.0554
H 5.99 0.74 1.05  0.1050
O -3.04 -1.26 0.40  -0.0693
H 0.29 0.80 3.62  0.1060
Ca -1.08 0.04 -0.68  1.2356
H -3.98 -3.23 -3.22  0.0869
C -0.48 -3.16 3.68  -0.0326
H 0.93 4.94 2.85  0.1036
H -3.13 4.93 0.85  0.1129
C 5.67 -1.38 0.98  -0.0867
H -1.34 -3.82 3.73  0.1120
H -1.56 -3.92 -1.02  0.1202
S -2.54 2.22 0.64  0.5256
O -2.70 2.88 1.91  -0.2777
C 1.42 3.61 1.24  -0.0672
C -1.95 4.38 -2.76  -0.0416
H 3.61 1.30 1.05  0.0890
C -2.13 -2.46 -2.48  -0.2841
C 3.91 0.26 1.01  -0.0756
C -3.60 -2.72 -2.33  -0.0388
H -3.81 -3.34 -1.46  0.0756
C 4.72 -2.38 0.94  -0.0777
C 0.64 1.57 2.96  -0.0740
O -0.22 1.40 -2.04  -0.4200
H 0.03 -1.01 -5.71  0.0906
C -2.26 5.66 -2.34  -0.0560
C 0.74 -1.45 2.49  -0.2990
H -0.37 0.43 -4.77  0.0477
C -2.49 3.52 -0.59  -0.2083
C 0.44 -3.15 4.70  -0.0642

---

Record 2
Density functional theory data (ωB97M-V with the def2-TZVPD basis set) for a structure of composition C34H32ClCrF6IN6O3P at a distorted geometry.

Summary:
Gap between HOMO and LUMO (alpha / beta)   6.40 / 5.88 eV
Total energy   -4611.7489 Ha
E_HOMO (alpha / beta)   -12.09 / -12.39 eV
E_LUMO (alpha / beta)   -0.2089 / -0.2391 Ha
Total charge   +2
Multiplicity   6

Last column: Löwdin charge in e.
Atoms and positions in Å:
H -4.12 3.81 -2.71  0.1060
F 4.01 2.95 -1.29  -0.0453
C -2.86 -1.77 2.04  -0.1938
H -2.46 5.06 -1.35  0.1194
O 3.54 2.93 1.04  0.0400
C -0.77 2.23 2.66  -0.1422
H 0.02 -4.81 0.81  0.1306
C 3.40 -0.67 -1.03  -0.2166
C -4.09 1.06 -3.04  -0.6102
C -3.50 -2.82 1.40  -0.0451
C -2.08 -2.03 3.17  -0.0599
H -0.20 -2.08 0.37  0.0279
H 0.52 4.90 4.26  0.1317
N -1.25 1.98 -0.86  0.0339
C 0.93 -4.46 0.33  -0.1310
C 3.34 0.27 0.05  -0.0485
H -0.63 3.81 -0.20  0.1218
N 0.44 -2.13 1.16  0.0449
H 1.67 -1.80 -3.73  0.1176
H -0.21 -3.66 -1.24  0.0102
C -2.14 1.28 -1.62  -0.1477
C -3.38 -4.12 1.88  -0.0635
H -4.79 0.96 2.01  0.1415
N 0.63 -4.24 -1.11  0.1844
C 2.33 -0.87 -1.92  -0.0325
F 1.58 2.82 -2.19  -0.1265
H -2.54 -5.38 3.40  0.1123
C 4.47 3.15 0.02  -0.1082
F 3.16 2.21 -3.57  -0.0746
N -1.79 0.40 1.56  0.0771
C 1.41 2.59 1.96  -0.1574
H 5.36 2.53 0.12  0.1452
C -0.72 3.31 3.53  0.0532
H 1.40 -0.33 -1.77  0.0895
H 5.68 -2.73 -2.50  0.1173
H -1.35 -3.53 4.52  0.1143
H 0.45 -5.12 -1.59  0.1695
H -1.58 -1.22 3.68  0.1253
H -4.31 -0.11 3.35  0.1425
C 0.46 4.04 3.60  0.0119
H -3.91 -4.93 1.39  0.1136
F 3.99 4.25 -3.56  -0.0512
C 1.44 -3.18 0.99  -0.2228
C -3.89 -0.30 -3.08  -0.1519
H 2.28 -2.78 0.42  0.0986
N 2.27 0.96 0.45  0.1116
H -0.12 -2.33 1.98  0.0435
C -3.21 1.89 -2.31  -0.1548
C 1.54 3.68 2.82  0.0560
C 2.48 -1.72 -3.00  -0.0811
Cr -0.13 0.68 0.38  0.8067
O -0.88 -0.62 -1.01  -0.2631
C -1.91 1.37 2.42  -0.2942
C -2.40 3.98 -1.44  -0.0126
P 2.65 3.62 -3.08  0.3120
I -2.54 -2.95 -2.40  1.0317
H -4.58 -0.92 -3.64  0.1062
C -3.95 0.48 2.51  -0.0150
C -2.81 -0.87 -2.40  -0.5979
C -1.95 -3.33 3.64  -0.0714
F 1.71 3.99 -4.23  -0.0105
C -1.90 -0.13 -1.67  -0.4440
H 3.79 -3.05 -4.07  0.1146
H -1.59 3.56 4.12  0.1377
H 1.40 -3.75 -1.59  0.1449
H 2.47 4.23 2.85  0.1330
H 1.69 -5.23 0.41  0.1356
H 5.44 -1.18 -0.60  0.1220
C -2.61 -4.37 3.00  -0.0727
H 4.73 4.21 0.06  0.1558
C 3.68 -2.40 -3.21  -0.0589
H -3.46 -0.37 0.54  0.1451
H -4.12 -2.62 0.53  0.0979
O -3.07 1.51 3.02  0.0745
H 4.28 0.43 0.58  0.1387
C 4.74 -2.22 -2.33  -0.0554
H 1.83 -3.45 1.97  0.1309
C 2.46 2.11 1.09  -0.2412
F 2.45 4.82 -2.10  -0.0795
C 4.60 -1.36 -1.26  -0.0161
C -1.38 3.29 -0.79  -0.0941
C -3.32 3.29 -2.20  0.0167
N 0.28 1.88 1.89  0.0444
C -3.05 -0.35 1.56  -0.1969
Cl -5.44 1.75 -3.86  0.7487

---

Record 3
Density functional theory data (ωB97M-V with the def2-TZVPD basis set) for a structure of composition C34H32F3FeO13P2SSb at a distorted geometry.

Summary:
Gap between HOMO and LUMO (alpha / beta)   7.38 / 7.44 eV
Total energy   -5177.8131 Ha
E_HOMO (alpha / beta)   -3.36 / -3.41 eV
E_LUMO (alpha / beta)   0.1479 / 0.1479 Ha
Total charge   -2

Last column: Löwdin charge in e.
Atoms and positions in Å:
O 3.00 -2.36 0.12  -0.1654
H -0.31 3.69 2.57  0.0972
O -1.59 -1.37 0.54  -0.1672
C 4.23 4.20 3.53  -0.0643
C 0.09 1.60 -4.19  -0.1073
H -5.90 -2.82 -2.48  0.1111
C 1.77 4.03 3.04  -0.0389
C 3.08 3.97 2.59  -0.2761
H -5.74 1.17 -0.99  0.1149
C -1.13 1.00 -3.86  -0.3392
C -3.69 -1.90 1.40  -0.0802
Fe 0.56 -0.43 0.27  0.6600
C -1.25 0.79 2.59  -0.5874
C -2.30 1.55 -4.40  -0.1299
H -1.51 -2.47 3.58  0.1442
O -1.59 1.72 3.34  0.0034
H -4.28 -1.82 2.32  0.1118
C 0.98 3.35 0.89  -0.3848
C -1.13 -1.85 2.78  -0.0993
C 0.15 2.69 -5.05  -0.0176
H 4.68 3.24 3.81  0.0826
H 2.54 -2.05 0.94  0.0627
C -0.40 -4.27 -4.96  -0.0125
H 2.48 3.01 -0.62  0.0880
O 2.08 -0.99 -1.88  -0.3577
F -7.26 -0.85 -1.52  0.0291
C 0.36 -1.64 3.05  -0.5811
C -1.08 -2.12 -4.05  -0.3374
C -0.17 4.07 -1.41  -0.2313
O 2.47 0.44 0.13  -0.3091
O 1.09 -1.47 2.00  -0.0940
O 0.75 -1.70 4.22  0.0281
C -1.22 -4.05 -6.03  -0.3017
O 4.45 -0.36 -1.28  -0.1397
H 1.10 3.16 -5.31  0.1178
H 0.19 -5.18 -4.90  0.1164
H 3.90 4.69 4.45  0.0656
F -1.30 -4.99 -7.01  0.0224
O -0.42 0.88 1.62  -0.1227
H 5.02 4.80 3.07  0.0691
C -1.90 -1.94 -5.16  -0.1282
C -0.33 -3.30 -3.96  -0.0895
H 0.73 3.78 -1.96  0.0550
C -1.98 -0.54 2.68  -0.0926
C -3.86 0.35 -1.67  -0.1437
C 0.71 3.71 2.20  -0.0735
H -2.69 -0.45 3.49  0.1426
C 2.28 3.32 0.40  -0.0693
H 4.43 -1.15 -0.69  0.0531
H 1.57 4.29 4.08  0.1060
O 0.59 -2.55 -0.68  -0.3734
C -5.23 0.33 -1.42  -0.0210
H -3.01 0.14 0.83  0.1459
H -3.26 1.12 -4.15  0.0855
H -0.56 -3.10 1.04  0.1339
H 4.34 3.59 0.89  0.1153
H -0.05 5.06 -0.96  0.0551
C -1.98 -2.90 -6.17  -0.0300
C -1.02 3.18 -5.57  -0.3029
P 2.97 0.27 -1.30  0.2179
C -2.25 2.64 -5.26  -0.0327
C -2.65 -0.77 1.31  -0.2324
C 3.32 3.64 1.26  -0.0329
H -1.04 4.03 -2.06  0.0432
H 1.01 1.24 -3.74  0.0829
C -1.38 -2.50 1.42  -0.2565
Sb -1.02 -0.65 -2.43  1.6973
H 0.33 -3.46 -3.12  0.0664
C -3.94 -1.89 -2.50  -0.1051
H -2.88 -3.73 0.48  0.1103
H -2.61 -2.77 -7.04  0.1069
H -3.15 3.07 -5.68  0.1063
C -2.76 -3.16 1.40  -0.0850
P 2.04 -2.49 -1.16  0.1800
O 2.58 -3.49 -2.08  -0.2972
C -5.31 -1.94 -2.26  -0.0270
H -2.49 -1.04 -5.26  0.0879
O -0.09 1.57 -0.87  -0.6350
S -0.42 2.85 -0.10  0.9842
H -3.45 -2.77 -2.91  0.0991
C -3.19 -0.75 -2.23  -0.3478
F -0.97 4.25 -6.42  0.0224
O 2.92 1.39 -2.26  -0.2988
H -4.36 -1.88 0.55  0.0907
H -2.93 -3.82 2.25  0.1079
H -3.29 1.24 -1.41  0.1057
C -5.92 -0.82 -1.74  -0.3068

---

Record 4
Density functional theory data (ωB97M-V with the def2-TZVPD basis set) for a cluster of 4 separate species, C34H32F3N2O8 in total at a distorted geometry.

Summary:
Gap between HOMO and LUMO   5.64 eV
Total energy   -2325.4257 Ha
E_HOMO   -10.40 eV
E_LUMO   -0.1750 Ha
Total charge   +1

Last column: Löwdin charge in e.
Atoms and positions in Å:
N -4.01 -0.24 2.90  0.2422
C -1.34 2.01 -0.46  -0.0780
O 0.99 1.48 5.51  0.1100
C -9.42 -0.91 -1.83  -0.0190
O -4.56 0.04 -2.67  0.1361
C 1.03 -2.82 1.79  -0.0206
H -11.15 -0.80 -3.09  0.1054
O -0.95 -0.09 1.99  0.0754
O 2.85 4.94 2.58  -0.0471
C 2.61 2.68 1.15  -0.1179
H -7.47 -1.80 -5.04  0.1062
O -1.05 1.73 3.34  0.2216
H 0.80 3.13 -1.60  0.1598
C 3.39 -2.74 2.31  -0.0120
O -2.53 0.60 -2.04  0.0049
C 4.02 3.00 1.52  -0.0304
H 0.01 -2.54 2.05  0.1001
N 2.22 3.03 -0.09  0.1757
H 3.75 -3.56 -4.54  0.1076
O -1.62 -0.75 3.09  0.0854
F 1.82 -1.61 3.65  0.0340
C 4.06 4.32 2.33  -0.2956
C 1.67 2.05 1.98  -0.0262
H 3.27 -2.16 -2.54  0.1112
H 3.23 5.51 0.68  0.1062
C 2.08 -2.40 2.58  -0.2772
H 4.18 -2.39 2.96  0.1208
C -8.02 -1.55 -4.15  -0.0752
C -9.39 -1.31 -4.20  -0.0940
C -0.61 1.18 2.38  -0.3756
C 5.33 -2.00 -2.01  -0.2953
F 5.07 -1.23 -0.93  0.0296
H -2.11 2.32 0.25  0.1278
C 2.05 1.59 3.36  0.0055
C -4.36 0.55 -0.36  0.0264
H 0.49 -3.94 0.05  0.1093
C 0.99 2.83 -0.58  0.0510
C 0.39 1.84 1.47  0.0487
H -3.90 -0.20 0.29  0.0648
H 2.90 3.47 -0.70  0.1839
H -6.28 -1.64 -2.87  0.0977
H 0.04 1.55 5.69  0.1310
C -8.06 -1.15 -1.81  -0.2785
C 1.32 2.31 4.49  -0.5080
C -3.86 0.37 -1.76  -0.4817
H -1.78 -0.14 -0.23  0.1097
H 3.11 1.76 3.54  0.1338
H 4.46 2.22 2.13  0.1250
H 7.44 -1.98 -1.65  0.1180
O 1.13 3.49 4.49  0.1706
F -7.41 -1.07 -0.62  0.0372
H 1.92 0.51 3.41  0.1186
C -10.08 -0.99 -3.05  -0.0828
C 0.02 2.22 0.17  -0.0975
C 6.64 -2.34 -2.29  -0.0184
C 5.87 -3.57 -4.21  -0.0859
C 3.65 -3.53 1.20  -0.0739
H 4.82 4.36 3.11  0.1550
C -7.34 -1.47 -2.94  -0.0217
C 4.56 -3.22 -3.91  -0.0785
C 6.91 -3.13 -3.40  -0.0739
H 2.82 -4.58 -0.48  0.1074
H 4.10 6.51 2.03  0.1220
C 4.28 -2.43 -2.80  -0.0319
C 3.78 5.57 1.61  -0.0096
H -9.91 -1.37 -5.15  0.1016
H -4.18 1.54 0.04  0.0901
H -9.94 -0.66 -0.92  0.1171
H -1.41 2.67 -1.32  0.1345
H -0.64 0.28 -1.48  0.1392
C -2.91 -0.56 2.96  -0.2722
H 7.93 -3.40 -3.63  0.1095
H 4.62 3.18 0.62  0.1333
H 4.67 -3.81 0.97  0.1125
C -1.56 0.59 -1.00  -0.1673
H -5.43 0.36 -0.35  0.0842
C 2.61 -3.96 0.39  -0.0868
H 6.08 -4.18 -5.08  0.1062
C 1.30 -3.61 0.68  -0.0709

---

Record 5
Density functional theory data (ωB97M-V with the def2-TZVPD basis set) for a structure of composition C34H32F5IrN6O.

Summary:
Gap between HOMO and LUMO (alpha / beta)   5.61 / 5.82 eV
Total energy   -2322.1086 Ha
E_HOMO (alpha / beta)   -5.51 / -7.42 eV
E_LUMO (alpha / beta)   0.0040 / -0.0590 Ha
Total charge   0
Multiplicity   5

Last column: Löwdin charge in e.
Atoms and positions in Å:
H -2.01 -2.53 2.11  0.1029
H 3.11 0.76 0.17  0.1053
C 4.06 -3.81 -0.14  -0.0743
H -1.10 -0.94 -4.15  0.1160
H -3.17 -0.47 2.82  0.1245
C 1.70 -2.35 1.34  -0.2308
H 2.20 -2.61 3.35  0.0935
C -0.12 1.55 -1.90  -0.2492
F -0.19 -3.97 -0.54  0.0597
C -3.95 -2.73 -1.58  -0.1500
H -3.27 1.57 2.99  0.0839
H 0.21 1.27 -4.00  0.1170
H 0.36 -1.36 3.64  0.1279
H -2.31 2.86 -1.92  0.1014
H 3.64 3.01 -0.66  0.1047
H 0.16 -3.07 3.27  0.1218
C 3.03 -3.11 -0.68  -0.0138
F -4.34 -4.87 -2.50  0.1174
C -3.52 -4.01 -1.88  -0.1438
Ir -0.33 -0.64 0.26  1.5043
C 2.55 1.62 0.53  -0.1545
H 2.71 -1.50 -2.36  0.1011
H 1.97 0.04 -2.14  0.0922
C -3.22 4.35 1.04  -0.0768
C -3.00 2.09 2.09  -0.0128
C -2.24 -4.41 -1.52  -0.1519
N 1.35 -1.37 -0.77  -0.0793
C -3.08 -1.88 -0.92  -0.2545
C 2.09 3.96 0.52  -0.1267
C -2.36 2.94 -0.84  -0.0216
H -3.53 5.37 1.25  0.0929
N 3.35 5.65 -0.72  0.1711
C -0.49 0.91 -3.24  -0.1644
H -1.48 1.28 -3.53  0.1071
H -1.18 -0.94 -2.41  0.0577
H -1.99 -2.28 3.85  0.1194
C 4.50 -3.90 1.20  -0.1015
H -3.73 3.82 3.00  0.1028
H 2.88 -3.26 -1.74  0.1055
H 0.94 1.45 -1.70  0.0705
C -2.08 -0.48 2.75  -0.2184
C -3.32 3.44 2.07  -0.1046
H 4.27 -3.60 3.25  0.1063
C 2.07 -2.23 -0.08  -0.2332
C 0.87 2.40 1.84  -0.1278
F -1.83 -5.65 -1.81  0.1067
C 0.77 -1.37 -3.24  -0.1649
C -0.56 -0.62 -3.25  -0.2052
C -1.80 -2.22 -0.54  -0.0985
H 3.53 6.62 -0.95  0.1130
F -5.18 -2.35 -1.93  0.1096
C 2.85 2.90 0.06  -0.0184
C -0.09 -2.06 2.93  -0.2242
H 4.10 4.99 -0.83  0.0847
C -2.94 4.04 -0.35  -0.0781
H 0.45 4.52 1.78  0.1221
N -1.69 0.13 1.49  -0.1113
N -0.85 1.01 -0.77  -0.1541
C 2.55 -2.81 2.34  -0.0121
F -3.56 -0.63 -0.67  0.0690
H -3.28 4.78 -1.07  0.1026
H 0.07 2.18 2.54  0.1054
H 0.57 -2.44 -3.22  0.1138
H 1.30 -1.16 -4.18  0.1160
C -2.20 1.36 1.13  -0.2680
C -1.60 -1.91 2.90  -0.1766
C 1.76 -1.03 -2.13  -0.2126
C -1.78 1.80 -0.12  -0.2408
C -1.42 -3.51 -0.86  -0.2437
C 2.28 5.40 0.07  -0.4924
H -1.69 0.12 3.58  0.1245
C 3.81 -3.43 2.28  -0.0817
N 0.48 -1.86 1.60  -0.1541
H 4.64 -4.39 -0.85  0.1085
N 1.58 1.37 1.40  0.0526
O 1.49 6.26 0.39  0.0676
H 5.43 -4.42 1.38  0.0975
C 1.07 3.71 1.42  0.0173
H -0.28 2.63 -1.97  0.1090

---

Record 6
Density functional theory data (ωB97M-V with the def2-TZVPD basis set) for a structure of composition C34H32GeN4ReS.

Summary:
Gap between HOMO and LUMO (alpha / beta)   5.92 / 5.77 eV
Total energy   -4086.1901 Ha
E_HOMO (alpha / beta)   -16.85 / -16.85 eV
E_LUMO (alpha / beta)   -0.4020 / -0.4070 Ha
Total charge   +3
Multiplicity   3

Last column: Löwdin charge in e.
Atoms and positions in Å:
C -2.46 1.98 -1.57  -0.1256
C -2.75 0.37 2.52  0.0010
C -1.28 -4.04 0.58  0.0305
C 0.88 -3.27 -1.07  -0.0705
C 0.84 0.71 4.37  0.0048
C 0.25 -0.41 -3.29  -0.3332
Ge 0.21 1.17 -2.23  1.0610
H 2.21 -3.44 4.57  0.1382
N 1.67 -2.43 2.80  0.0683
H -4.47 2.56 -1.08  0.1210
C 1.41 -0.72 -4.03  -0.0975
C 0.14 -2.33 -5.28  -0.0045
C 3.35 3.11 -0.28  -0.0143
H -2.23 5.36 -3.43  0.1259
H -1.94 -2.54 -4.77  0.1274
H 1.44 0.94 5.25  0.1160
H -0.28 3.86 -3.41  0.1136
H 3.55 4.09 0.14  0.1331
C -3.31 1.50 3.10  -0.0249
H 1.25 -1.65 5.82  0.1436
C -3.55 2.84 -1.58  -0.0470
H 2.35 -0.21 -3.86  0.1021
N -0.99 -0.61 1.11  -0.1295
H -1.14 3.87 2.00  0.1250
H -2.11 -4.31 1.21  0.1359
C 1.57 -1.11 2.82  -0.6393
C 1.34 -1.67 -5.03  -0.0284
C 1.32 -3.02 4.10  -0.0598
C -1.59 0.52 1.76  -0.2670
H 1.69 -3.00 -1.73  0.1099
N -1.48 -1.75 1.29  0.1509
H 5.33 2.38 0.09  0.1357
S 2.16 -0.08 1.50  0.8040
H 0.09 -3.07 -6.07  0.1311
H 1.11 1.39 3.56  0.0662
C -0.84 -2.72 0.53  -0.2953
C 2.89 0.61 -1.41  -0.2177
H 0.94 -5.34 -1.63  0.1297
C 0.77 -1.80 4.86  -0.0455
H 2.74 -0.35 -1.91  0.0848
H -4.20 1.40 3.70  0.1284
C 4.36 2.14 -0.31  -0.0081
C -2.73 2.75 2.92  -0.0216
C -1.19 3.57 -2.89  -0.0907
C -2.29 4.42 -2.90  -0.0379
H -3.18 3.63 3.37  0.1287
C -1.01 -2.03 -4.55  -0.0310
N 1.10 -0.67 3.96  -0.1069
H -1.86 -0.82 -3.01  0.1086
H -0.11 1.90 0.97  0.0638
C -1.58 2.89 2.14  -0.0398
C -0.62 -4.98 -0.21  -0.0113
H 0.58 -3.81 3.99  0.1301
C 0.23 -2.32 -0.29  -0.2718
C -3.45 4.06 -2.24  -0.0274
H -2.56 1.02 -1.08  0.0895
Re 0.59 -0.35 -0.17  1.1587
H 2.10 -2.93 2.04  0.1527
H 2.21 -1.89 -5.63  0.1286
C -1.28 2.34 -2.22  -0.3264
H -4.30 4.73 -2.26  0.1265
C 0.45 -4.60 -1.02  -0.0184
H -0.31 -1.83 5.01  0.1385
H -0.22 0.82 4.61  0.1051
H 4.92 0.15 -0.88  0.1338
H 1.32 3.58 -0.77  0.1193
C -1.01 1.77 1.56  -0.0836
C 4.13 0.89 -0.86  -0.0702
C 1.86 1.58 -1.40  -0.4113
H -3.20 -0.60 2.65  0.1206
C -0.96 -1.07 -3.56  -0.0918
H -0.94 -6.01 -0.19  0.1312
C 2.10 2.84 -0.80  -0.0753